Record 1
C15H17N2O5Si | ωB97M-V with the def2-TZVPD basis set

Properties
Gap between HOMO and LUMO, eV: 1.77
Calculated total energy, eV: -36915.8919
Highest occupied orbital energy, Ha: -0.0964
LUMO level, eV: -0.849
Total charge: -1

Structure (XYZ):
```
40
Properties=species:S:1:pos:R:3:mulliken_charge:R:1
C 3.60486 1.17955 0.51948 -0.960
Si 1.66913 0.99832 0.21427 -0.130
C 1.56950 -0.28483 -1.27100 -0.807
C 0.97952 0.30972 1.87106 -0.260
N 0.91516 2.60111 -0.29126 0.970
N 1.89080 3.51096 -0.44319 -0.858
C 1.31785 4.76925 -0.89498 -0.241
C -0.18358 5.21462 -1.16535 -0.348
C -1.28385 4.05139 -0.94336 -0.498
C -0.52157 2.68015 -0.49566 0.715
C -1.61538 1.43732 -0.26703 -0.286
C -2.16739 1.37810 1.31188 0.002
O -2.44970 0.24765 1.96518 -0.424
H 4.02693 0.11063 0.77350 0.297
H 3.68410 1.82535 1.52002 0.229
H 4.13221 1.70686 -0.38170 0.244
H 2.18957 -1.21588 -0.92574 0.257
H 0.47323 -0.56619 -1.56051 0.333
H 2.16200 0.23962 -2.16537 0.264
H 0.12486 -0.47223 1.60171 -0.011
H 0.44171 1.12691 2.55545 0.234
H 1.78342 -0.31656 2.49270 0.263
H 2.13978 5.61514 -1.09541 0.267
H -0.44461 6.30258 -1.50022 0.290
H -2.43718 4.16338 -1.08504 0.311
H -1.25889 0.40444 -0.67208 -0.076
H -2.61687 1.65980 -0.88365 0.425
H -2.32311 2.40531 1.89879 0.272
C -1.77016 -3.00859 0.32694 -0.567
C -0.53171 -3.25444 0.78780 0.386
C 0.01830 -4.60946 0.35285 0.483
O 1.16019 -5.00987 0.60033 -0.704
C -0.87437 -5.51718 -0.41493 -0.660
C -2.11848 -5.27628 -0.86480 0.373
C -2.62747 -3.87902 -0.52076 0.517
O -3.71083 -3.42036 -0.89633 -0.691
O -2.88011 -6.05201 -1.52043 -0.756
O 0.19834 -2.50900 1.51065 -0.757
H -2.24180 -2.06433 0.57525 0.528
H -0.42435 -6.48192 -0.61902 0.373
```

***

Record 2
C15H17N3O5 | ωB97M-V with the def2-TZVPD basis set

Properties
Gap between HOMO and LUMO, eV: 8.44
Calculated total energy, eV: -30535.2500
Highest occupied orbital energy, Ha: -0.2964
LUMO level, eV: 0.375

Structure (XYZ):
```
40
Properties=species:S:1:pos:R:3:mulliken_charge:R:1
N 0.54505 0.52467 -0.01345 -0.695
C 0.27880 -0.83456 0.07150 0.339
C 1.34085 -1.53423 0.88856 -0.929
C 2.61211 -1.22516 0.30871 0.766
C 3.15205 -2.00541 -0.76904 -1.004
N 4.21749 -1.37909 -1.38460 -0.016
C 4.40261 -0.21709 -0.79253 -0.445
C 5.47388 0.64837 -0.97396 -0.792
C 5.69542 1.67244 -0.02450 -0.499
C 4.72749 1.79995 0.98733 -0.726
C 3.58523 0.92126 1.12376 0.131
C 3.45347 -0.17453 0.30661 0.591
C -1.09732 -0.81083 0.78548 -0.092
O -1.02632 -0.81537 2.07000 -0.765
N -2.17803 -0.60934 0.05756 -0.119
C -3.47528 -0.38444 0.58712 0.076
C -3.73945 1.00555 0.80186 -1.336
C -3.42634 1.95940 -0.47392 0.438
O -4.33513 2.32889 -1.15292 -0.556
O -2.18733 1.96999 -0.89438 -0.435
C -4.63057 -0.86151 -0.34779 0.655
O -4.20805 -1.34352 -1.43059 -0.635
O -5.84705 -0.90973 0.13630 -0.485
H 1.51381 0.62275 -0.55120 0.317
H 0.95586 0.90907 0.87265 0.213
H 0.11169 -1.11772 -1.04036 0.321
H 0.96756 -2.53052 1.00601 0.582
H 1.35662 -0.89771 1.75569 0.314
H 2.85151 -2.77730 -1.36806 0.501
H 4.72872 -1.91326 -2.17427 0.297
H 6.16752 0.42083 -1.72030 0.480
H 6.58574 2.28338 -0.05763 0.394
H 4.84006 2.58336 1.77164 0.321
H 2.98330 0.81118 2.14833 0.210
H -2.28681 -1.11768 -0.86125 0.326
H -3.34508 -0.66450 1.65355 0.233
H -4.68549 1.23579 1.27036 0.848
H -2.95969 1.24346 1.56315 0.370
H -1.46438 1.55754 -0.35676 0.386
H -5.69922 0.00017 0.76943 0.421
```

***

Record 3
C15H17N3O5STa | ωB97M-V with the def2-TZVPD basis set

Properties
Gap between HOMO and LUMO, eV: 7.64
Calculated total energy, eV: -42899.3852
Highest occupied orbital energy, Ha: -0.7309
LUMO level, eV: -12.254
Total charge: +3

Structure (XYZ):
```
42
Properties=species:S:1:pos:R:3:mulliken_charge:R:1
Ta -0.53738 -0.20340 -0.32183 0.770
O -3.98999 1.80573 -0.53474 -0.340
C -2.89431 1.53763 -0.84814 0.259
O -2.39405 0.24586 -0.49335 -0.390
C -1.73800 2.35259 -1.39970 0.711
C -1.69596 3.59329 -2.01820 -0.565
C -0.47132 4.09072 -2.49271 -0.360
C 0.73781 3.34763 -2.26783 -0.595
C 0.69406 2.13535 -1.58682 0.688
N -0.54448 1.71840 -1.11713 0.268
C 1.92984 1.31772 -1.15047 0.109
O 3.06227 1.36052 -1.44802 -0.426
O 1.40513 0.38481 -0.31147 -0.531
H -2.58026 4.21265 -2.03451 0.534
H -0.43118 5.02445 -2.97926 0.538
H 1.71689 3.64092 -2.58972 0.566
C 0.97727 1.05449 2.97108 -0.980
C -0.49958 0.87675 2.77468 -0.426
O -0.83893 -0.27431 1.79168 -0.384
C -1.98140 -1.11705 2.25957 -0.349
C -2.19295 -2.21625 1.27926 -0.772
H 1.12493 1.55030 3.95388 0.430
H 1.35349 1.77725 2.23601 0.268
H 1.57369 0.13303 2.90135 0.247
H -0.93592 1.76485 2.27917 0.260
H -1.09792 0.65150 3.66638 0.587
H -2.81883 -0.39379 2.37285 0.386
H -1.70824 -1.48470 3.25981 0.529
H -1.93939 -1.86157 0.26169 0.312
H -3.23334 -2.56557 1.24337 0.401
H -1.58637 -3.07773 1.54070 0.337
S -0.20597 -1.31433 -2.69095 -0.235
C 0.98443 -2.06830 -1.70097 0.421
N 2.08121 -2.68797 -2.22348 0.019
C 2.97844 -3.34977 -1.42874 -0.097
C 2.70680 -3.49008 -0.07646 -0.812
C 1.54295 -2.94603 0.39578 0.101
N 0.69348 -2.20738 -0.40700 -0.167
H 2.24679 -2.53477 -3.20852 0.300
H 3.90477 -3.69657 -1.88343 0.447
H 3.30331 -4.12298 0.56788 0.476
H 1.29822 -2.96390 1.45830 0.465
```

***

Record 4
C15H18BN3O4PS | ωB97M-V with the def2-TZVPD basis set

Properties
Gap between HOMO and LUMO, eV: 5.13
Calculated total energy, eV: -49301.1604
Highest occupied orbital energy, Ha: -0.1429
LUMO level, eV: 1.244
Total charge: -1

Structure (XYZ):
```
43
Properties=species:S:1:pos:R:3:mulliken_charge:R:1
C -0.81898 -2.92586 2.00950 -0.117
C -0.95087 -1.80940 2.50332 -0.151
C -1.30439 -0.56152 3.41299 -0.549
B -2.91886 -0.17400 3.27972 0.216
S -3.27722 0.46848 1.50812 -0.351
P -4.06833 -1.74130 3.52132 0.253
N -5.12902 -1.78733 2.29707 -0.725
H -0.62872 -4.01693 1.84017 0.330
H -0.65126 0.30477 3.09472 0.104
H -1.13320 -0.84351 4.50683 0.164
H -3.25057 0.64316 4.09520 -0.201
H -2.29553 1.40947 1.19415 0.044
H -4.79428 -1.68228 4.76145 -0.033
H -3.31344 -2.95759 3.52058 -0.033
H -4.97695 -2.66404 1.77154 0.154
C -1.53086 -0.78384 -1.35626 -0.142
C -1.91538 -1.30148 -2.58888 -0.602
C -0.96330 -1.83655 -3.44743 -0.291
C 0.37226 -1.85199 -3.05879 -0.055
C 0.76573 -1.32946 -1.83071 -0.313
C -0.19243 -0.79419 -0.98013 -0.211
N 1.37674 -2.43768 -3.94995 1.005
O 0.99971 -2.87051 -5.02895 -0.624
O 2.53580 -2.46469 -3.56424 -0.622
H -2.27704 -0.37009 -0.68246 -0.051
H -2.96000 -1.29006 -2.87857 0.394
H -1.27462 -2.23678 -4.40470 0.431
H 1.80511 -1.33470 -1.52486 0.449
H 0.10186 -0.38732 -0.01943 0.532
C 4.83768 2.21910 -0.73216 -0.400
C 4.35985 3.19716 -1.59690 -0.412
C 3.04929 3.64343 -1.48597 -0.392
C 2.22815 3.10592 -0.50220 -0.068
C 2.69555 2.12266 0.36136 -0.143
C 4.00646 1.67934 0.24254 -0.527
N 0.85070 3.59118 -0.36476 1.036
O 0.46583 4.44156 -1.15248 -0.616
O 0.17329 3.11881 0.52932 -0.568
H 5.86356 1.87635 -0.81781 0.370
H 5.01114 3.61416 -2.35663 0.368
H 2.68729 4.40568 -2.16498 0.439
H 2.05709 1.69716 1.12665 0.514
H 4.38218 0.91473 0.91270 0.397
```